# 1
{"formula": "C16H64N32O16", "method": "ωB97M-V with the def2-TZVPD basis set", "e_lumo_ev": 0.046, "e_above_lowest_kcal_mol": 143.9, "multiplicity": 1, "mol_weight_g_mol": 960.9, "total_charge": 0, "orbital_gap_ha": 0.3258, "homo_energy_ev": -8.82, "elements": ["C", "O", "N", "N", "H", "H", "H", "H", "C", "O", "N", "N", "H", "H", "H", "H", "C", "O", "N", "N", "H", "H", "H", "H", "C", "O", "N", "N", "H", "H", "H", "H", "C", "O", "N", "N", "H", "H", "H", "H", "C", "O", "N", "N", "H", "H", "H", "H", "C", "O", "N", "N", "H", "H", "H", "H", "C", "O", "N", "N", "H", "H", "H", "H", "C", "O", "N", "N", "H", "H", "H", "H", "C", "O", "N", "N", "H", "H", "H", "H", "C", "O", "N", "N", "H", "H", "H", "H", "C", "O", "N", "N", "H", "H", "H", "H", "C", "O", "N", "N", "H", "H", "H", "H", "C", "O", "N", "N", "H", "H", "H", "H", "C", "O", "N", "N", "H", "H", "H", "H", "C", "O", "N", "N", "H", "H", "H", "H"], "xyz": [[28.990, -1.887, 7.471], [28.170, -2.661, 7.852], [30.277, -2.005, 7.659], [28.616, -0.689, 7.047], [30.856, -1.257, 7.306], [30.695, -2.743, 8.209], [29.344, -0.117, 6.645], [27.681, -0.491, 6.720], [19.745, -0.704, 8.169], [20.655, -0.212, 7.492], [19.431, -1.947, 8.194], [19.039, -0.072, 9.075], [20.085, -2.574, 7.748], [18.840, -2.419, 8.864], [19.210, 0.868, 9.403], [18.305, -0.665, 9.435], [27.374, 2.439, 4.119], [27.315, 2.939, 5.198], [28.271, 2.757, 3.185], [26.452, 1.645, 3.650], [29.001, 3.418, 3.411], [28.124, 2.454, 2.233], [26.475, 1.235, 2.727], [25.689, 1.425, 4.274], [21.941, -1.582, 3.950], [22.969, -1.691, 4.565], [20.902, -2.192, 4.281], [21.758, -0.943, 2.814], [20.935, -2.730, 5.136], [20.012, -1.928, 3.883], [22.587, -0.592, 2.358], [20.873, -1.086, 2.348], [25.103, 2.473, 10.741], [24.354, 1.915, 9.961], [25.403, 3.736, 10.798], [25.786, 1.802, 11.643], [25.940, 4.089, 11.577], [25.153, 4.487, 10.171], [25.737, 0.804, 11.787], [26.441, 2.439, 12.074], [31.137, 1.892, 5.892], [31.910, 1.160, 6.545], [31.341, 2.216, 4.652], [30.095, 2.535, 6.325], [31.263, 3.199, 4.434], [32.248, 1.819, 4.451], [29.614, 3.044, 5.597], [29.645, 2.390, 7.218], [26.176, -1.735, 2.625], [26.797, -2.006, 1.631], [26.580, -1.770, 3.847], [24.914, -1.618, 2.518], [25.905, -1.654, 4.589], [27.549, -1.949, 4.067], [24.336, -1.556, 3.344], [24.759, -1.596, 1.520], [25.281, -4.181, 6.116], [25.941, -5.180, 6.213], [25.709, -3.020, 6.526], [24.187, -4.112, 5.432], [26.609, -3.003, 6.983], [25.320, -2.109, 6.327], [23.830, -4.990, 5.082], [23.684, -3.237, 5.391], [26.803, -1.550, 10.938], [26.445, -0.840, 11.842], [26.137, -1.608, 9.857], [27.809, -2.328, 11.071], [26.232, -2.386, 9.221], [25.591, -0.759, 9.809], [27.995, -2.686, 10.145], [28.433, -2.209, 11.856], [22.969, -1.684, 11.330], [23.184, -2.858, 11.624], [22.047, -1.292, 10.459], [23.559, -0.648, 11.888], [22.080, -0.393, 10.001], [21.450, -2.053, 10.168], [24.440, -0.834, 12.345], [23.403, 0.340, 11.750], [20.834, 2.557, 10.236], [19.642, 2.885, 10.007], [21.436, 2.854, 11.363], [21.712, 1.959, 9.401], [22.446, 2.847, 11.351], [21.061, 3.435, 12.099], [22.631, 1.712, 9.741], [21.327, 1.727, 8.497], [29.301, 1.927, 9.868], [29.131, 2.628, 8.882], [30.048, 2.300, 10.937], [28.787, 0.743, 10.030], [30.218, 1.647, 11.688], [30.501, 3.203, 10.896], [28.187, 0.479, 9.262], [28.772, 0.262, 10.918], [20.607, 2.953, 5.804], [20.829, 3.998, 5.224], [19.646, 2.802, 6.656], [21.284, 1.885, 5.663], [19.298, 3.740, 6.796], [19.499, 1.969, 7.207], [21.175, 1.003, 6.144], [21.964, 1.930, 4.917], [21.795, -4.176, 7.659], [20.974, -3.774, 6.807], [22.577, -3.295, 8.225], [22.104, -5.497, 7.953], [22.193, -2.368, 8.107], [23.241, -3.601, 8.922], [22.665, -5.753, 8.753], [21.755, -6.222, 7.342], [25.211, 0.481, 6.870], [25.674, -0.095, 5.918], [24.095, 0.269, 7.515], [25.910, 1.346, 7.551], [23.317, -0.153, 7.028], [23.994, 0.764, 8.390], [25.498, 1.828, 8.337], [26.742, 1.736, 7.132], [24.157, 4.849, 6.997], [25.047, 5.245, 7.707], [22.945, 5.256, 6.977], [24.204, 3.853, 6.171], [22.670, 5.896, 7.708], [22.221, 4.784, 6.454], [25.056, 3.311, 6.189], [23.336, 3.537, 5.763]]}


# 2
{"formula": "C39H48AsBN10O2Ru", "method": "ωB97M-V with the def2-TZVPD basis set", "e_lumo_ev": [-6.035, -8.284], "e_above_lowest_kcal_mol": 86.2, "multiplicity": 5, "mol_weight_g_mol": 875.7, "s2": 6.120, "total_charge": 2, "orbital_gap_ha": [0.2244, 0.1840], "homo_energy_ev": [-12.14, -13.29], "elements": ["Ru", "C", "C", "C", "C", "N", "N", "B", "N", "C", "C", "C", "C", "N", "N", "C", "C", "C", "C", "N", "N", "C", "C", "C", "C", "N", "H", "H", "H", "H", "H", "H", "H", "H", "H", "H", "H", "H", "H", "H", "H", "H", "H", "H", "H", "H", "C", "O", "C", "C", "C", "C", "C", "C", "N", "N", "C", "C", "O", "C", "C", "C", "C", "C", "C", "C", "C", "H", "H", "H", "H", "H", "H", "H", "H", "H", "H", "H", "H", "H", "C", "C", "As", "C", "C", "C", "C", "H", "H", "H", "H", "H", "H", "H", "H", "H", "H", "H", "H", "H", "H", "H"], "xyz": [[0.487, -0.179, 0.141], [1.868, -2.902, -1.812], [2.716, -2.192, -0.826], [4.084, -2.349, -0.643], [4.425, -1.454, 0.348], [3.329, -0.798, 0.735], [2.257, -1.242, 0.010], [3.241, 0.141, 1.979], [2.202, -0.420, 2.955], [2.310, -0.526, 4.288], [1.113, -0.969, 4.782], [0.278, -1.081, 3.667], [-1.150, -1.509, 3.748], [0.943, -0.746, 2.545], [2.665, 1.503, 1.490], [2.900, 2.791, 1.752], [1.942, 3.567, 1.104], [1.132, 2.648, 0.451], [-0.813, 3.768, -0.942], [1.585, 1.415, 0.707], [4.593, 0.293, 2.601], [5.303, -0.609, 3.342], [6.600, -0.198, 3.366], [6.627, 0.982, 2.576], [7.804, 1.849, 2.260], [5.427, 1.262, 2.101], [2.350, -3.830, -2.111], [1.727, -2.291, -2.702], [0.890, -3.133, -1.401], [4.733, -3.034, -1.167], [5.384, -1.252, 0.805], [3.228, -0.269, 4.793], [0.852, -1.172, 5.810], [-1.379, -1.767, 4.779], [-1.343, -2.390, 3.139], [-1.830, -0.711, 3.457], [3.752, 3.085, 2.345], [1.875, 4.643, 1.102], [-0.925, 5.768, -1.517], [-1.654, 3.721, -0.247], [-1.222, 3.588, -1.935], [4.834, -1.476, 3.788], [7.427, -0.659, 3.886], [8.356, 2.105, 3.165], [7.478, 2.767, 1.775], [8.495, 1.334, 1.591], [-1.516, -3.174, 0.528], [-1.373, -1.744, 0.653], [-2.479, -1.028, 0.988], [-3.711, -1.577, 1.278], [-4.781, -0.732, 1.554], [-4.645, 0.659, 1.521], [-3.424, 1.209, 1.209], [-2.338, 0.368, 0.954], [-1.086, 0.886, 0.646], [-0.756, 1.394, -0.513], [0.125, 2.601, -0.654], [1.018, 2.220, -1.873], [1.323, 1.029, -1.971], [1.570, 3.210, -2.741], [1.657, 4.568, -2.549], [1.090, 5.415, -1.572], [1.750, 6.622, -1.281], [1.419, 7.378, -0.183], [0.403, 6.943, 0.736], [-0.347, 5.868, 0.447], [-0.229, 5.181, -0.884], [-1.840, -3.613, 1.469], [-0.535, -3.558, 0.277], [-2.229, -3.410, -0.259], [-3.857, -2.648, 1.296], [-5.741, -1.170, 1.798], [-5.489, 1.299, 1.740], [-3.279, 2.283, 1.186], [2.170, 2.786, -3.537], [2.370, 5.062, -3.205], [2.601, 6.910, -1.891], [1.978, 8.280, 0.033], [0.248, 7.490, 1.659], [-1.139, 5.542, 1.115], [-0.677, -3.817, -3.630], [-1.629, -2.726, -3.143], [-0.990, -1.004, -2.388], [-0.503, -0.090, -4.049], [0.823, -0.511, -4.682], [-2.817, -0.298, -2.136], [-3.671, -0.127, -3.395], [-1.239, -4.518, -4.249], [-0.244, -4.390, -2.816], [0.132, -3.427, -4.245], [-2.337, -3.133, -2.420], [-2.219, -2.369, -3.985], [-0.518, 0.979, -3.834], [-1.327, -0.298, -4.728], [1.656, -0.423, -3.987], [1.033, 0.126, -5.542], [0.782, -1.536, -5.049], [-2.723, 0.660, -1.630], [-3.311, -0.983, -1.444], [-3.247, 0.603, -4.083], [-4.660, 0.235, -3.108], [-3.820, -1.061, -3.935]]}